Version P
Molecular formula: C6H7NS
Method: DFT, the ωB97M-V functional and the def2-TZVPD basis

Geometry (Å):
C -1.718 -0.420 0.554
C -0.472 0.393 0.238
C -0.695 1.666 0.019
N -0.991 2.773 -0.383
C 0.748 -0.499 0.253
C 1.319 -1.161 -1.012
C 2.185 -0.410 -0.113
S 3.639 0.115 0.282
H -2.597 0.217 0.615
H -1.598 -0.941 1.502
H -1.884 -1.159 -0.230
H -1.044 3.566 0.246
H 0.615 -1.208 1.070
H 1.409 -2.240 -1.079
H 1.086 -0.694 -1.962

HOMO in eV: -8.460
Orbital gap in eV: 8.20

Version Q
Molecular formula: C6H7NS
Method: DFT, the ωB97M-V functional and the def2-TZVPD basis

Geometry (Å):
C -1.212 -1.692 2.055
C -1.201 -0.937 0.636
C -1.382 0.329 0.294
N -0.949 1.219 -0.483
C 0.269 0.830 -1.038
C 1.231 1.898 -1.068
C 0.428 -0.495 -1.411
S -0.733 -1.753 -0.904
H -1.768 -1.037 2.777
H -0.252 -1.878 2.346
H -1.907 -2.580 1.839
H 0.764 2.643 -1.701
H 2.226 1.773 -1.495
H 1.178 2.385 -0.197
H 1.179 -0.949 -2.010

HOMO in eV: -7.892
Orbital gap in eV: 7.81

Version R
Molecular formula: C6H7NS
Method: DFT, the ωB97M-V functional and the def2-TZVPD basis

Geometry (Å):
C 1.823 -0.444 -2.115
C -0.788 0.522 -1.171
C -0.641 1.745 -0.558
C -0.255 -0.554 -0.489
C 0.329 -0.173 0.779
C -0.523 -0.722 1.925
N 2.547 -0.627 -2.984
S 0.371 1.652 0.833
H -1.288 0.322 -2.095
H -0.579 2.799 -0.892
H -0.227 -1.657 -0.662
H 1.406 -0.374 0.751
H -0.648 -1.775 2.082
H -1.458 -0.254 1.622
H -0.069 -0.462 2.976

HOMO (alpha / beta) in eV: -8.680 / -8.686
Orbital gap (alpha / beta) in eV: 6.64 / 6.64

Which is the most stable structure? version P is the most stable.

Version P
Molecular formula: C4H38BO27
Method: DFT, the ωB97M-V functional and the def2-TZVPD basis

Geometry (Å):
O 21.825 6.607 -24.938
C 22.805 7.302 -25.333
O 23.411 8.117 -24.659
B 24.453 8.746 -25.457
O 24.429 7.934 -26.678
C 23.591 7.067 -26.510
O 23.343 6.238 -27.311
O 25.820 8.732 -24.984
C 26.185 9.965 -24.916
O 26.985 10.294 -24.051
C 25.144 10.757 -25.405
O 24.122 10.118 -25.788
O 25.237 11.934 -25.844
O 22.415 3.927 -25.446
H 22.964 3.247 -25.817
H 23.020 4.423 -24.903
O 26.556 9.958 -21.274
H 26.838 9.681 -22.170
H 26.451 9.195 -20.708
O 21.052 8.435 -22.927
H 20.212 8.655 -23.317
H 21.299 7.742 -23.497
O 21.925 9.089 -28.650
H 22.825 9.231 -28.706
H 21.540 9.837 -28.248
O 24.499 5.215 -24.267
H 24.222 5.657 -23.456
H 24.998 4.493 -24.026
O 27.150 12.529 -22.519
H 27.588 11.779 -22.928
H 27.062 12.130 -21.658
O 22.334 4.158 -28.695
H 22.710 4.884 -28.219
H 21.492 4.444 -29.052
O 24.472 13.032 -22.781
H 25.388 12.931 -23.055
H 23.975 12.495 -23.393
O 22.985 13.269 -26.180
H 22.330 12.874 -26.785
H 23.794 12.873 -26.475
O 20.132 9.624 -25.513
H 20.328 8.899 -26.057
H 19.118 9.629 -25.496
O 27.596 6.930 -23.495
H 26.683 7.119 -23.186
H 27.613 7.027 -24.449
O 25.200 7.133 -22.114
H 24.506 7.725 -22.407
H 24.813 6.623 -21.468
O 25.176 4.000 -27.124
H 26.015 4.473 -26.891
H 24.543 4.763 -27.236
O 20.353 4.782 -26.790
H 21.264 4.543 -26.461
H 19.769 4.210 -26.306
O 23.753 10.009 -22.419
H 23.159 10.151 -23.119
H 23.261 10.101 -21.582
O 19.070 6.448 -24.352
H 19.138 6.435 -23.406
H 19.936 6.642 -24.787
O 22.121 11.280 -24.162
H 21.176 11.121 -24.232
H 22.467 11.374 -25.060
O 20.421 7.396 -27.197
H 20.468 6.466 -26.999
H 21.168 7.648 -27.726
O 20.612 4.476 -23.431
H 21.189 4.156 -24.101
H 19.900 4.959 -23.855

HOMO in eV: -7.222
Orbital gap in eV: 8.63
Net charge: -1

Version Q
Molecular formula: C4H38BO27
Method: DFT, the ωB97M-V functional and the def2-TZVPD basis

Geometry (Å):
O 0.851 0.172 -2.856
C 1.085 -0.082 -1.670
O 0.812 -1.142 -1.093
B 1.137 -1.057 0.341
O 1.523 0.348 0.530
C 1.544 0.953 -0.660
O 1.832 2.146 -0.870
O 2.259 -1.925 0.754
C 1.723 -2.989 1.418
O 2.362 -3.913 1.939
C 0.195 -2.705 1.543
O -0.072 -1.522 1.037
O -0.550 -3.464 2.183
O -5.937 -2.985 0.592
H -6.206 -3.343 1.438
H -5.841 -2.045 0.748
O 0.691 8.645 -4.772
H 1.565 8.256 -4.820
H 0.852 9.582 -4.663
O 5.088 8.598 0.765
H 4.995 7.965 1.477
H 4.190 8.791 0.496
O 2.748 2.605 -10.596
H 2.744 3.532 -10.355
H 1.854 2.309 -10.426
O 4.205 -9.436 6.491
H 3.667 -8.757 6.084
H 3.800 -9.582 7.346
O -4.183 -3.009 -4.037
H -3.298 -3.366 -4.109
H -4.463 -3.239 -3.151
O -1.606 4.863 -7.222
H -0.994 4.205 -6.893
H -1.379 5.662 -6.746
O -7.794 -5.750 4.749
H -7.208 -6.313 5.255
H -8.663 -5.916 5.117
O 8.750 -4.657 4.306
H 7.828 -4.822 4.109
H 9.227 -5.068 3.584
O -3.408 -3.180 7.647
H -4.072 -3.622 8.176
H -3.088 -3.855 7.049
O 0.491 -2.521 -8.358
H 0.229 -1.950 -7.636
H -0.082 -2.269 -9.083
O -5.621 1.840 1.872
H -6.405 2.240 2.249
H -4.958 1.919 2.557
O -0.268 -9.891 3.116
H -0.786 -9.221 3.561
H 0.163 -9.425 2.399
O -2.735 6.689 -1.088
H -2.041 6.506 -1.721
H -3.467 7.005 -1.619
O -4.056 -7.190 -0.823
H -3.288 -6.898 -1.314
H -4.468 -6.381 -0.519
O -2.197 1.329 5.681
H -2.627 0.518 5.950
H -1.291 1.074 5.507
O 5.326 7.145 -5.520
H 5.495 7.087 -4.579
H 6.160 6.911 -5.928
O 5.231 3.994 2.943
H 4.633 3.453 2.428
H 6.011 3.450 3.055
O 0.707 7.774 2.563
H 0.307 7.267 1.857
H 0.774 8.662 2.213

HOMO in eV: -7.397
Orbital gap in eV: 8.97
Net charge: -1

Which is the most stable structure? version P is the most stable.

Version P
Molecular formula: CH2FNO
Method: DFT, the ωB97M-V functional and the def2-TZVPD basis

Geometry (Å):
N 0.983 0.240 0.255
C 0.294 -0.742 0.412
O -0.225 -1.732 0.639
H 1.558 0.956 0.717
F -1.688 0.557 -0.738
H -0.922 0.721 -1.284

HOMO in eV: -11.102
Orbital gap in eV: 11.76

Version Q
Molecular formula: CH2FNO
Method: DFT, the ωB97M-V functional and the def2-TZVPD basis

Geometry (Å):
C 0.720 0.467 0.168
N -1.313 -1.105 0.048
O -0.012 -0.661 0.109
F 2.030 0.307 0.038
H 0.463 1.374 -0.167
H -1.888 -0.382 -0.195

HOMO (alpha / beta) in eV: -8.596 / -9.700
Orbital gap (alpha / beta) in eV: 8.29 / 9.90

Which is the most stable structure? version P is the most stable.